[1]
71
Properties=species:S:1:pos:R:3 method="wB97M-V/def2-TZVPD" homo_lumo_gap_ev=2.85 homo_ha=-0.187 max_force_ev_per_a=3.98 energy_ev=-51187.501 total_charge=0 e_lumo_ev=-2.3
N 0.8243 -0.4512 0.8810
H 0.7914 -0.3926 1.8887
H 0.3727 0.2653 0.3308
H 0.3644 -1.3281 0.6819
H 1.7574 -0.4732 0.4951
N 6.7195 -2.8632 3.5303
H 7.6136 -3.3141 3.3981
H 6.0790 -3.4754 4.0150
H 6.3846 -2.4507 2.6713
H 7.0017 -2.1578 4.1958
C 6.9610 0.3543 -3.6488
C 5.7337 -0.5286 -3.3873
C 5.5434 -1.4310 -4.6357
O 5.6652 -1.1469 -2.1030
H 7.0235 1.0892 -2.8463
H 7.0085 0.8578 -4.6144
H 7.9118 -0.1736 -3.5757
H 4.8812 0.1449 -3.4753
H 5.4286 -0.8990 -5.5800
H 4.7335 -2.1294 -4.4245
H 6.3799 -2.0750 -4.9071
B 1.3943 -0.5969 6.2186
F 2.3504 -0.6420 7.2520
F 0.2218 -0.5175 6.8272
F 1.4768 0.5319 5.5212
F 1.5563 -1.7306 5.3736
C -3.6172 -6.0099 -3.8660
C -2.7606 -6.8915 -2.9466
O -3.2353 -6.8955 -1.6153
C -2.7099 -5.9720 -0.7395
O -1.7858 -5.2340 -0.9465
O -3.5004 -6.0439 0.3291
C -3.3232 -5.1328 1.4233
H -3.1285 -5.7745 -4.8114
H -3.8317 -5.1486 -3.2334
H -4.5690 -6.4815 -4.1103
H -1.7101 -6.6073 -3.0088
H -2.8710 -7.9330 -3.2483
H -2.4219 -4.5461 1.2457
H -3.2471 -5.6798 2.3630
H -4.1439 -4.4168 1.3793
C -7.4713 -1.1622 -1.4190
C -6.1472 -0.5191 -1.4581
O -6.2165 0.6871 -2.2439
C -5.1362 1.5143 -2.3973
O -3.9845 1.2943 -2.0114
O -5.5429 2.5374 -3.1401
C -4.5759 3.4219 -3.7332
H -8.1710 -0.4797 -0.9365
H -7.4913 -2.1311 -0.9201
H -7.8569 -1.2032 -2.4377
H -5.4166 -1.2184 -1.8648
H -5.7641 -0.2954 -0.4625
H -4.9437 4.1536 -4.4525
H -3.9451 2.8133 -4.3812
H -4.0564 3.9815 -2.9554
C -0.1778 8.6943 4.0848
C -0.0549 7.2955 3.5476
O 1.3285 6.9981 3.4839
C 1.7038 6.0782 2.6097
O 1.0284 5.3131 1.9321
O 2.9749 6.0830 2.7263
C 3.8441 5.0907 2.2217
H 0.2641 8.6247 5.0787
H -1.2247 8.9858 4.1693
H 0.3733 9.4743 3.5595
H -0.6139 7.2061 2.6162
H -0.4349 6.5246 4.2180
H 3.9482 5.1738 1.1398
H 3.5681 4.0999 2.5826
H 4.8698 5.2644 2.5468



[2]
71
Properties=species:S:1:pos:R:3 method="wB97M-V/def2-TZVPD" de_lowest_kj_mol=410.0 homo_lumo_gap_ev="4.59 / 4.54" homo_ha="-0.240 / -0.385" max_force_ev_per_a=5.88 spin_multiplicity=9 energy_ev=-101482.179 total_charge=+1 e_lumo_ev="-1.9 / -5.9"
Cr -0.9222 -16.6620 16.2300
N 0.9246 -19.1324 14.9991
O 0.0680 -18.2939 15.3387
O 2.0447 -18.8400 14.6040
O 0.5058 -20.2478 15.0164
C -2.0270 -14.9366 11.8748
C -1.0587 -15.7916 12.5909
O -1.3425 -16.2689 13.6507
N 0.1923 -15.9576 12.1435
C 0.8688 -15.1674 11.1985
H -2.6572 -14.4596 12.6254
H -2.6638 -15.4761 11.1737
H -1.5089 -14.2144 11.2439
H 0.6776 -16.5848 12.7689
H 1.9540 -15.2438 11.2661
H 0.8002 -14.0896 11.3455
H 0.4771 -15.0836 10.1848
C -1.3638 -13.4527 19.3627
C -2.2138 -14.2738 18.3218
O -1.6804 -14.9714 17.3793
N -3.5524 -14.0942 18.4348
C -4.5741 -14.7629 17.6070
H -1.4327 -12.4067 19.0638
H -0.3317 -13.7342 19.1537
H -1.6488 -13.5184 20.4128
H -4.0099 -13.4507 19.0646
H -5.5310 -14.7946 18.1278
H -4.4406 -15.8443 17.5749
H -4.7156 -14.3486 16.6088
C -3.3602 -19.4480 18.8074
C -2.3707 -18.3213 18.9498
O -1.9566 -17.7347 17.9358
N -1.9906 -18.1696 20.2452
C -0.8337 -17.3247 20.6811
H -4.2812 -19.1899 19.3302
H -2.9944 -20.3864 19.2242
H -3.5983 -19.6661 17.7664
H -2.5407 -18.5922 20.9793
H -0.4818 -16.5576 19.9912
H 0.0094 -17.9469 20.9812
H -1.1102 -16.8801 21.6372
C -3.3294 -18.7886 13.4926
S -3.9092 -18.1742 15.1604
O -2.8749 -17.1112 15.6521
C -5.0704 -17.0163 14.4167
H -3.3682 -17.8834 12.8867
H -4.0372 -19.5869 13.2697
H -2.3331 -19.2139 13.6142
H -5.7436 -17.5655 13.7584
H -4.6368 -16.1800 13.8684
H -5.7750 -16.5234 15.0865
C 2.9099 -15.5398 17.6379
S 1.8546 -16.6248 18.6431
O 0.5731 -16.6438 17.8263
C 2.8347 -18.2190 18.4638
H 3.3877 -16.1773 16.8940
H 3.7302 -15.3830 18.3383
H 2.3128 -14.6987 17.2855
H 2.3197 -18.9983 19.0256
H 3.8428 -18.0060 18.8194
H 3.0204 -18.5449 17.4404
C 2.5908 -13.8274 14.3655
S 0.7497 -13.7597 14.6960
O 0.4087 -15.0514 15.5108
C 0.6696 -12.3734 15.9232
H 2.7875 -14.6520 13.6804
H 3.0875 -13.9294 15.3304
H 3.0071 -12.8582 14.0907
H 1.5325 -12.5232 16.5720
H -0.2306 -12.4738 16.5297
H 0.7690 -11.4215 15.4018



[3]
72
Properties=species:S:1:pos:R:3 method="wB97M-V/def2-TZVPD" de_lowest_kj_mol=0.0 homo_lumo_gap_ev="7.77 / 6.92" homo_ha="-0.521 / -0.521" max_force_ev_per_a=1.70 spin_multiplicity=11 energy_ev=-126716.605 total_charge=+2 e_lumo_ev="-6.4 / -7.3"
Mn -3.7042 2.2155 0.8242
Mn -1.7526 -2.7989 -0.4604
O -4.4091 0.2938 0.9239
P -4.2966 -1.1776 1.1568
O -3.5449 -2.0129 0.1729
F -5.7018 -1.7470 1.3684
F -3.6194 -1.3079 2.5437
O -1.1370 -0.8340 -0.3221
P -0.7736 0.5137 0.1568
O -1.8567 1.5220 0.3237
F 0.3639 1.1106 -0.6986
F -0.1083 0.3843 1.5632
C 1.7460 -2.3152 -1.0641
C 1.4456 -3.7887 -1.1560
C 2.1933 -4.6550 -0.1595
O -0.0014 -4.0003 -0.9793
H 1.4097 -1.8460 -0.1324
H 1.2750 -1.7703 -1.8835
H 2.8170 -2.1155 -1.0583
H 1.6960 -4.1134 -2.1691
H 3.2582 -4.4343 -0.1973
H 2.0974 -5.7351 -0.2907
H 1.7869 -4.4511 0.8361
H -0.1061 -4.9450 -0.8013
C 0.9404 0.6329 5.1370
C 0.3675 -0.6451 4.5227
C 0.2896 -1.7300 5.5619
O -0.9637 -0.3663 4.0456
H 0.5043 0.9575 6.0817
H 0.8932 1.5203 4.4968
H 2.0098 0.4602 5.3037
H 1.0072 -0.9311 3.6792
H 1.1727 -1.8013 6.1939
H -0.1296 -2.6698 5.2070
H -0.4529 -1.4044 6.3051
H -0.8398 0.0949 3.2105
C -1.9289 -2.9641 -4.7433
C -1.4722 -2.0896 -3.5747
C -1.4244 -0.6050 -3.9220
O -2.3223 -2.3446 -2.4225
H -2.8059 -2.5583 -5.2443
H -2.1617 -3.9665 -4.3788
H -1.1012 -3.1078 -5.4373
H -0.4660 -2.4115 -3.3078
H -1.8235 -0.0061 -3.0995
H -2.0953 -0.3768 -4.7573
H -0.4600 -0.2398 -4.2688
H -3.1813 -1.9334 -2.5838
C 4.3895 0.2443 -3.0753
C 3.4965 1.0864 -2.1740
C 4.0713 2.5034 -1.9350
O 2.2326 1.1850 -2.8599
H 4.0986 -0.8040 -3.0047
H 5.4307 0.3315 -2.7543
H 4.4034 0.5812 -4.1102
H 3.3230 0.6261 -1.1962
H 3.7018 2.7979 -0.9443
H 3.5565 3.2451 -2.5437
H 5.1527 2.4797 -1.9962
H 1.5291 1.2436 -2.2104
C -1.0631 5.5633 0.3502
C -1.4124 4.5073 1.3812
C -1.3752 5.0736 2.7957
O -2.8609 4.1385 1.1909
H -0.0747 5.9934 0.4759
H -1.8077 6.3608 0.4302
H -1.2013 5.1375 -0.6456
H -0.8632 3.5872 1.2278
H -0.3903 5.4589 3.0639
H -1.6508 4.3031 3.5165
H -2.0253 5.9455 2.9210
H -3.2939 4.9042 1.5946



[4]
62
Properties=species:S:1:pos:R:3 method="wB97M-V/def2-TZVPD" de_lowest_kj_mol=239.1 homo_lumo_gap_ev=8.24 homo_ha=-0.405 max_force_ev_per_a=3.50 energy_ev=-82954.618 total_charge=+1 e_lumo_ev=-2.8
Zn 2.5903 10.7657 23.1720
I 4.2105 12.0383 21.5662
C -1.5148 11.7817 22.6804
C -0.4109 11.0802 21.9701
C -0.4828 11.1898 20.5059
O 0.8227 11.5873 22.3880
H -1.5141 11.6437 23.7616
H -2.4216 11.3572 22.2495
H -1.5470 12.8634 22.5502
H -0.5987 10.0573 22.2966
H -1.5216 11.1461 20.1786
H 0.1711 10.4713 20.0117
H -0.1965 12.1163 20.0082
H 0.7086 12.5146 22.1673
C 0.6793 13.9279 25.0161
C 2.0285 13.4596 24.6348
C 3.1075 14.2052 25.4368
O 2.1407 12.0484 24.7568
H -0.1173 13.4594 24.4382
H 0.5567 15.0103 25.0535
H 0.6539 13.5933 26.0532
H 2.0831 13.8498 23.6185
H 4.0523 13.6981 25.2411
H 3.0548 14.0334 26.5119
H 3.1660 15.2777 25.2510
H 1.9571 11.9545 25.6944
C 5.9988 8.3477 23.9484
C 4.6167 8.4738 24.5776
C 4.7972 8.0088 26.0282
O 3.9888 9.7619 24.4207
H 6.4499 7.3703 23.7776
H 6.7153 8.8142 24.6245
H 6.1531 9.0422 23.1226
H 4.0107 7.7603 24.0193
H 4.7780 6.9190 26.0242
H 3.9163 8.3329 26.5823
H 5.6785 8.3913 26.5431
H 4.3215 10.2865 25.1526
C 0.1150 7.1699 23.5856
C 0.4233 8.0689 24.7812
C 1.2316 7.1762 25.7802
O 1.1537 9.2570 24.5957
H -0.7348 6.5729 23.9168
H 0.9674 6.5042 23.4498
H -0.2381 7.7162 22.7110
H -0.5322 8.4687 25.1205
H 0.9490 7.6153 26.7370
H 2.3158 7.1172 25.6849
H 1.0069 6.1155 25.8921
H 1.3498 9.6581 25.4456
C 3.8178 7.9769 20.9060
C 2.4692 8.6682 20.7788
C 1.3840 7.6335 20.2630
O 2.1227 9.0812 22.0661
H 3.7641 6.9198 21.1666
H 4.4995 8.5261 21.5554
H 4.2886 7.9679 19.9230
H 2.4651 9.4874 20.0598
H 0.3149 7.8351 20.3309
H 1.4866 6.6560 20.7341
H 1.5272 7.4437 19.1993
H 1.7955 8.2702 22.4620